Entry 1:
DFT (the ωB97M-V functional and the def2-TZVPD basis) results for a structure of composition C5H8N2.

```
! RIJCOSX wB97M-V def2-TZVPD def2/J DEFGRID3
* xyz 0 1
N 1.4479 0.2965 -0.9014
N -2.1192 1.1441 0.4127
C 0.2931 -0.0524 -0.1789
C -1.9984 0.2607 -0.3410
C -0.9549 -0.4725 -1.0454
C 0.4721 -0.9672 1.0283
C 0.2822 1.3781 0.1554
H 0.6155 1.7398 1.1247
H 0.7389 -1.9707 0.6817
H -1.0961 -1.5486 -1.0595
H 2.2704 -0.2141 -0.5268
H 1.2694 -0.6153 1.6980
H -0.4524 -1.0334 1.6106
H -0.8756 -0.0849 -2.0642
H 0.1071 2.1398 -0.5942
*
```

## Properties
ΔE to the lowest compared entry with this formula, charge and spin in eV: 3.528
Gap between HOMO and LUMO in eV: 9.968
Maximum force in eV/Å: 3.2

Entry 2:
DFT (the ωB97M-V functional and the def2-TZVPD basis) results for a cluster of 2 separate species, C5H13NO in total.

```
! RIJCOSX wB97M-V def2-TZVPD def2/J DEFGRID3
* xyz -1 2
O 1.3692 -1.3766 -2.5249
N 0.4156 1.4369 1.7664
C -0.5222 -0.3887 0.3954
C -0.9000 0.5878 -0.7616
C -2.3915 0.4613 -1.0869
C 1.5859 -0.6323 1.7179
C 0.5246 0.0915 1.3582
H -0.3809 1.9439 1.3967
H 0.4088 1.6152 2.7624
H -2.7314 -0.5508 -0.8672
H -2.5843 0.6959 -2.1383
H -2.9692 1.1663 -0.5047
H 1.9746 -0.7496 -2.9622
H 1.9169 -1.4914 1.1496
H -1.4041 -0.3717 1.0546
H -0.1672 0.4212 -1.5485
H 2.2346 -0.3284 2.5357
H 1.6035 -1.2760 -1.5840
H -0.7110 1.6316 -0.4987
H -0.3874 -1.3662 -0.0606
*
```

## Properties
⟨S²⟩: 0.750
ΔE to the lowest compared entry with this formula, charge and spin in eV: 1.451
Gap between HOMO and LUMO (spin up / spin down) in eV: 2.636 / 8.576
Maximum force in eV/Å: 1.9